Record 1
Below is C14H14ClInN2O3Se2Te2 as an isolated structure, with properties calculated with ωB97M-V/def2-TZVPD.

The geometry in XYZ format:
```
39
C14H14ClInN2O3Se2Te2 (ωB97M-V/def2-TZVPD)
In 0.33042 -0.60472 -1.22229
Se 0.82783 -2.65651 1.30402
Te 2.84775 -1.42572 1.87692
Te 1.65966 0.74488 2.97586
Se -0.37431 0.02747 3.85843
N -6.06128 0.64897 0.40060
C -4.78994 0.27363 0.08306
C -3.86792 -0.08377 1.07228
C -2.58771 -0.42984 0.70337
N -2.16014 -0.44861 -0.56627
C -3.04495 -0.10310 -1.50605
C -4.34709 0.25552 -1.24433
H -6.39876 0.52863 1.33744
H -6.74652 0.76430 -0.32266
H -4.14624 -0.08748 2.11770
H -1.85996 -0.70446 1.45992
H -2.68702 -0.11684 -2.53039
H -5.01103 0.52182 -2.05602
C 4.59852 4.33023 -2.77620
C 4.67950 2.86136 -2.48264
C 5.36072 1.98894 -3.31436
C 5.42745 0.63366 -3.02284
Cl 6.28799 -0.43126 -4.10117
C 4.82217 0.12429 -1.89551
C 4.13215 0.98587 -1.04858
C 4.06006 2.33734 -1.34419
O 3.40481 3.25659 -0.56553
C 2.72417 2.77932 0.55594
C 1.44510 2.02950 0.19677
O 0.94496 2.09783 -0.90277
O 0.87642 1.30910 1.14034
H 5.04219 4.55114 -3.74542
H 5.12144 4.91287 -2.01583
H 3.56342 4.67235 -2.77759
H 5.84583 2.36605 -4.20517
H 4.87992 -0.93173 -1.66992
H 3.67764 0.57170 -0.15821
H 2.43012 3.65447 1.13828
H 3.37235 2.15542 1.18504
```

* spin multiplicity: 1
* Kohn-Sham gap: 0.23390 Ha
* LUMO level: -0.765 eV


Record 2
Below is C9H17N6O14P2PtS2 as an isolated structure, with properties calculated with ωB97M-V/def2-TZVPD.

The geometry in XYZ format:
```
51
C9H17N6O14P2PtS2 (ωB97M-V/def2-TZVPD)
Pt -0.44435 -0.35626 0.00614
O 3.81586 2.73024 -1.16910
S 2.66118 2.58674 -0.35884
O 2.64943 1.82678 0.83329
O 1.68360 -0.43260 2.12853
C 1.81146 4.12760 -0.24401
C 2.06585 5.13910 0.66837
C 1.28496 6.29369 0.59724
C 0.30381 6.43383 -0.36722
C 0.05854 5.43052 -1.30244
C 0.82902 4.29441 -1.20892
S 0.72010 2.93503 -2.32152
O -0.62481 2.45006 -2.41104
O 1.47360 3.14214 -3.50018
O 1.50092 1.86826 -1.34518
H 3.15034 5.72326 2.13213
H 1.45506 7.08812 1.31392
H -0.28314 7.34133 -0.39653
H -0.69840 5.54318 -2.06495
N 1.15029 -0.79782 4.42793
C 0.63562 -0.71557 2.98546
C 2.84586 -1.28132 2.11813
P -0.42089 0.90716 2.92179
O -1.81820 0.31344 3.51605
O 3.04228 4.94650 1.57119
O -0.59328 1.07514 1.36847
P -0.22098 -2.31589 2.61169
O -1.07300 -2.46550 3.98861
O 0.73361 -3.43222 2.48843
O -1.18098 -1.91046 1.51353
H 1.60487 0.07793 4.69987
H 1.80106 -1.58040 4.53356
H 0.34001 -0.97190 5.03000
H 3.45644 -1.08322 3.00431
H 3.41365 -0.98075 1.24424
H 2.57356 -2.33216 2.04881
H -2.15924 -0.45946 3.03614
H -1.08281 -3.38776 4.27856
N -1.97516 0.34045 -1.33738
N -2.15717 -0.65798 -2.31621
C -1.24957 -1.66007 -2.43963
N -1.36154 -2.47650 -3.47347
N -0.33090 -1.70595 -1.47248
N 0.69155 -2.66011 -1.46948
O 1.50414 -2.50043 -0.60262
O 0.70656 -3.53155 -2.31887
H -2.83375 0.45013 -0.80809
H -1.67071 1.21827 -1.76600
H -2.75727 -0.43652 -3.09611
H -2.09264 -2.35625 -4.15297
H -0.71566 -3.25095 -3.53807
```

* net charge: +1
* spin multiplicity: 1
* Kohn-Sham gap: 0.29176 Ha
* LUMO level: -3.240 eV


Record 3
Below is C20H39BeClF6N4NaO12PS2 as an isolated structure, with properties calculated with ωB97M-V/def2-TZVPD.

The geometry in XYZ format:
```
87
C20H39BeClF6N4NaO12PS2 (ωB97M-V/def2-TZVPD)
C 0.16063 -2.11403 -2.60141
C 0.60340 -1.01706 -2.27012
C 1.02573 0.23570 -1.43164
O -0.04355 1.09774 -1.04770
C -1.18508 0.39304 -0.54390
C -2.30458 0.42034 -1.66916
N -3.52175 -0.36411 -1.37163
N -3.50452 -1.65125 -1.94654
C -4.42753 -2.57031 -1.20283
C -3.59170 -3.10829 0.08791
C -1.75566 1.29184 0.67184
C -0.95030 1.08490 2.03720
O -0.25369 1.99753 2.47720
Cl -1.03749 -0.42798 3.03793
P 2.04776 -0.30017 0.11510
C 3.85297 0.17182 -0.07655
C 2.07613 -2.20839 0.20216
C 3.25756 -2.73389 1.15685
C 1.95174 1.11888 -2.41083
F 2.40421 2.28499 -1.82477
F 2.94609 0.37220 -3.02827
F 1.08941 1.53033 -3.45829
H -0.20874 -3.14180 -2.86987
H -0.97315 -0.62394 -0.09958
H -2.64619 1.50581 -1.79080
H -1.90995 0.09817 -2.68621
H -3.76823 -0.36802 -0.37369
H -2.55089 -2.05386 -1.96439
H -4.68971 -3.43092 -1.88944
H -5.36886 -2.02929 -0.89706
H -4.16608 -2.82177 1.01642
H -3.45225 -4.21690 -0.05148
H -2.59661 -2.55699 0.14915
H -1.76909 2.38742 0.34620
H -2.84351 1.03023 0.91616
H 4.47731 -0.18105 0.81150
H 4.04382 1.28133 -0.16845
H 4.34301 -0.32068 -0.98641
H 1.07078 -2.64589 0.46557
H 2.39336 -2.53438 -0.84810
H 3.26732 -2.22471 2.16144
H 3.20176 -3.86216 1.31009
H 4.27874 -2.54732 0.68593
N 0.97538 5.13037 -4.79330
S 2.27472 5.87937 -5.29090
O 2.09544 7.19101 -5.84882
O 3.31529 5.07475 -5.86741
F 2.91676 6.23715 -3.87262
S 0.05508 4.69546 -5.98435
O -1.27234 4.30927 -5.56708
O 0.62527 3.87176 -7.01450
F -0.24698 6.05582 -6.75386
C -3.28472 1.57028 -5.80878
C -4.40095 1.62801 -4.82573
O -4.40521 2.23106 -3.79670
N -5.58968 0.78940 -5.01714
C -6.84988 1.58023 -5.15159
H -2.62637 2.42800 -5.66116
H -2.72058 0.64577 -5.66037
H -3.67893 1.60310 -6.82799
H -5.45718 0.12929 -5.78433
H -5.67118 0.30359 -4.11536
H -7.66855 0.86995 -5.26229
H -6.77361 2.20780 -6.03870
H -6.99335 2.17717 -4.25333
C 1.74358 -0.64986 5.69565
C 1.93032 -2.15857 5.54651
C 2.68188 -2.74550 6.72761
O 2.64835 -2.42788 4.35189
H 2.71835 -0.13673 5.74322
H 1.21215 -0.23828 4.83359
H 1.17713 -0.41169 6.60161
H 0.95067 -2.63901 5.45463
H 3.68009 -2.30963 6.80931
H 2.81652 -3.82282 6.59983
H 2.14649 -2.56841 7.66338
H 3.51652 -2.00567 4.42606
Be -3.05620 2.09495 2.73893
O 2.51194 1.63869 7.07229
H 2.05979 2.00250 6.30525
C 6.27992 -2.23316 7.70044
O 5.26830 -2.08863 8.44060
O 7.42157 -2.04903 8.41655
O 6.38643 -2.50346 6.50759
H 6.90185 -1.86782 9.23348
Na 7.01835 -3.61532 9.66975
F -1.60505 -2.12033 4.51864
```

* spin multiplicity: 1
* Kohn-Sham gap: 0.08116 Ha
* LUMO level: -5.861 eV


Record 4
Below is a 2-piece molecular cluster, C3H7N2O overall, with properties calculated with ωB97M-V/def2-TZVPD.

The geometry in XYZ format:
```
13
C3H7N2O (ωB97M-V/def2-TZVPD)
C -0.09076 -0.02867 1.02854
C -0.50903 -1.25255 0.65814
N -1.18647 -1.11434 -0.54214
C -1.43989 0.15901 -0.77556
N -0.69414 0.84755 0.14468
H 0.52342 0.37233 1.81460
H -0.39947 -2.21565 1.12949
H -1.41766 -1.93394 -1.07560
H -2.06612 0.71212 -1.45981
H -0.85888 1.83628 0.02622
H 2.72122 0.52327 -0.99795
H 3.11389 1.14029 0.27476
O 2.30388 0.95429 -0.22537
```

* net charge: +1
* spin multiplicity: 1
* Kohn-Sham gap: 0.40970 Ha
* LUMO level: -3.379 eV


Record 5
Below is a 4-piece molecular cluster, C32H20O8 overall, with properties calculated with ωB97M-V/def2-TZVPD.

The geometry in XYZ format:
```
60
C32H20O8 (ωB97M-V/def2-TZVPD)
C -3.19370 -15.31227 11.49411
C -3.31557 -16.12454 10.42323
C -2.99172 -15.63519 9.02234
O -3.11878 -16.26856 8.03518
C -2.48313 -14.25890 9.00317
C -2.33716 -13.47482 10.07696
C -2.69909 -13.92729 11.43507
O -2.54267 -13.19164 12.37210
H -3.32127 -15.79912 12.43216
H -3.77947 -17.08798 10.51847
H -2.17316 -13.87910 8.02017
H -1.98005 -12.46779 9.91911
C -0.11904 -16.30567 7.30661
C 0.40505 -15.44047 6.44290
C 1.38315 -14.30686 6.84716
O 1.80041 -13.57607 5.99894
C 1.75170 -14.33906 8.26505
C 1.30810 -15.30439 9.05209
C 0.21821 -16.22893 8.76887
O -0.38383 -16.91210 9.56390
H -0.85751 -17.06771 7.03640
H 0.19903 -15.43957 5.35550
H 2.51232 -13.59830 8.57230
H 1.72718 -15.43294 10.04469
C -0.79528 -14.76037 14.99677
C -0.03124 -14.37837 13.97184
C 1.13107 -15.27563 13.41987
O 1.91481 -14.98833 12.49470
C 1.23952 -16.62235 14.04730
C 0.37430 -17.01707 15.00161
C -0.60299 -16.12352 15.69223
O -1.13489 -16.48498 16.69561
H -1.71988 -14.22829 15.28983
H -0.22454 -13.48811 13.40611
H 1.90926 -17.33443 13.59250
H 0.43840 -18.02951 15.37549
C -4.98240 -13.14796 17.76517
C -4.40290 -13.02326 16.49407
C -4.73481 -13.95041 15.45802
C -5.69443 -14.89103 15.74236
C -6.29060 -14.99832 16.99601
C -5.93594 -14.11545 18.01636
C -7.40410 -15.94053 17.21920
O -8.00304 -15.94333 18.24986
C -7.69116 -16.89463 16.14259
C -8.75572 -17.79933 16.32018
C -9.11039 -18.63863 15.24275
C -8.48403 -18.55380 14.02464
C -7.41161 -17.71673 13.90783
C -7.06181 -16.87305 14.94045
C -6.02886 -15.87666 14.65191
O -5.48270 -15.80210 13.57917
H -4.69373 -12.43003 18.53920
H -3.62313 -12.28839 16.31011
H -4.21223 -13.88641 14.49592
H -6.42631 -14.28858 18.98412
H -9.22464 -17.96303 17.29337
H -9.90135 -19.33237 15.48064
H -8.95037 -19.04047 13.18399
H -6.94725 -17.62277 12.94320
```

* SMILES: O=C1c2ccccc2C(=O)c2ccccc21.O=C1C=CC(=O)C=C1.O=C1C=CC(=O)C=C1.O=C1C=CC(=O)C=C1
* spin multiplicity: 1
* Kohn-Sham gap: 0.30257 Ha
* LUMO level: -1.557 eV


Record 6
Below is C20H27BMnNO3 as an isolated structure, with properties calculated with ωB97M-V/def2-TZVPD.

The geometry in XYZ format:
```
53
C20H27BMnNO3 (ωB97M-V/def2-TZVPD)
Mn -1.43573 0.32799 -0.90242
C -1.48414 1.06881 3.52341
C -1.42316 -0.23044 4.00759
C -1.44024 -1.29970 3.13209
C -1.51943 -1.04988 1.76138
N -1.57381 0.21262 1.31120
C -1.55884 1.24271 2.15483
C -1.53985 -2.09324 0.70728
C -1.64855 -3.44694 1.03014
C -1.65579 -4.39509 0.02125
C -1.54514 -3.99494 -1.30304
C -1.42826 -2.64939 -1.62132
C -1.43331 -1.66882 -0.62843
H -1.47083 1.92365 4.18396
H -1.36049 -0.41146 5.07334
H -1.38769 -2.31167 3.50334
H -1.60602 2.22265 1.69479
H -1.73961 -3.77144 2.05856
H -1.74676 -5.44522 0.26778
H -1.54230 -4.74004 -2.08979
H -1.31408 -2.37197 -2.66280
C -4.10696 3.24788 -1.12461
C -2.69476 3.14701 -1.68375
C -1.85222 4.35354 -1.29589
O -2.08973 1.98243 -1.21749
H -4.62361 4.13786 -1.49046
H -4.06940 3.29627 -0.03376
H -4.69250 2.37268 -1.40822
H -2.75418 3.10378 -2.78185
H -1.79004 4.43019 -0.20756
H -2.28065 5.28126 -1.68150
H -0.83962 4.25036 -1.68607
C 3.33354 -0.77558 -2.37905
C 2.75489 -0.92942 -0.98129
C 3.37253 -2.11359 -0.26669
O 1.34216 -1.17665 -1.13086
B 0.67148 0.01526 -1.02585
O 1.54269 1.05485 -0.64004
C 2.75976 0.38207 -0.17610
C 3.94455 1.28683 -0.44140
C 2.58088 0.15094 1.31920
H 3.10157 -1.66756 -2.96050
H 4.41786 -0.65725 -2.34878
H 2.90453 0.08695 -2.88979
H 3.32038 -2.99587 -0.90449
H 2.84902 -2.33389 0.66131
H 4.42415 -1.92383 -0.03928
H 3.99035 1.59026 -1.48507
H 4.87964 0.78549 -0.18203
H 3.86417 2.18517 0.17114
H 1.73804 -0.51418 1.51860
H 2.38008 1.10915 1.79893
H 3.47549 -0.28063 1.77007
```

* spin multiplicity: 5
* Kohn-Sham gap (spin up / spin down): 0.30360 / 0.30774 Ha
* LUMO level (spin up / spin down): 0.067 / 0.024 eV


Record 7
Below is C10H18OSi in the gas phase, with properties calculated with ωB97M-V/def2-TZVPD.

The geometry in XYZ format:
```
30
C10H18OSi (ωB97M-V/def2-TZVPD)
C 3.09618 -1.77422 0.53798
C 1.76221 2.02678 1.43808
C 2.14376 -1.04198 1.03665
C 2.12046 1.12181 0.55882
C 0.13985 -1.32079 -1.71692
C 1.15698 -0.24764 -1.29166
C -1.36317 -0.87239 -1.48378
C 1.32256 -0.09899 0.20665
C -2.68146 0.13088 1.51860
C -1.30189 2.12702 -0.48136
O -0.04390 0.08012 0.81764
Si -1.43196 0.27921 0.03496
H 3.91133 -2.32620 1.14924
H 3.42141 -1.63548 -0.49093
H 2.45266 2.80764 1.67676
H 0.81713 2.12265 1.75905
H 1.77934 -1.00073 2.02814
H 3.01189 1.10952 -0.01478
H 0.22253 -1.49868 -2.84922
H 0.26824 -2.30563 -1.25846
H 2.00548 -0.57149 -1.83829
H 0.81625 0.71737 -1.74526
H -1.84706 -0.50202 -2.36076
H -1.94019 -1.75480 -1.36217
H -3.64379 -0.33156 1.12567
H -2.23731 -0.47663 2.27253
H -3.04462 0.98358 1.94543
H -1.42845 2.31098 -1.60501
H -1.99473 2.85978 -0.07024
H -0.28732 2.38058 -0.13537
```

* SMILES: C=CC1(C=C)CCC[Si](C)(C)O1
* spin multiplicity: 1
* Kohn-Sham gap: 0.37400 Ha
* LUMO level: 0.876 eV


Record 8
Below is C9H15NO2 in the gas phase, with properties calculated with ωB97M-V/def2-TZVPD.

The geometry in XYZ format:
```
27
C9H15NO2 (ωB97M-V/def2-TZVPD)
C -0.74343 -0.84644 -1.55242
C -0.19215 -1.45242 -0.45057
C -0.21651 0.49305 -1.96272
C -0.74042 1.58319 -0.74031
C 0.82655 -0.85457 0.35932
C -0.42763 1.22984 0.59735
C -0.87411 -2.66204 0.16049
C 2.06234 -0.20424 -0.10349
C 0.59740 1.94689 1.42074
N -1.34126 0.48856 1.32422
O -2.13849 -0.12266 0.61263
O -1.37809 0.40792 2.54351
H -1.47873 -1.26947 -2.09832
H 0.89387 0.47701 -2.02374
H -0.60296 0.73217 -2.89049
H -0.21907 2.55230 -0.90981
H -1.88264 1.52084 -0.99493
H 0.94715 -1.24589 1.33418
H -1.89285 -2.36636 0.43763
H -0.22471 -3.08385 1.01239
H -0.93397 -3.51580 -0.46235
H 1.90148 0.83261 -0.18902
H 2.59503 -0.69856 -0.95135
H 2.92829 -0.47658 0.70401
H 0.28154 2.02268 2.43934
H 0.68626 2.92254 0.96330
H 1.56707 1.58930 1.42039
```

* spin multiplicity: 1
* Kohn-Sham gap (spin up / spin down): 0.27296 / 0.27312 Ha
* LUMO level (spin up / spin down): -0.730 / -0.728 eV